1.
A molecular structure, C4H10N2O in a non-equilibrium geometry, computed with the ωB97M-V functional and the def2-TZVPD basis.

Properties
HOMO, eV: -9.2

Structure (XYZ):
```
17
Properties=species:S:1:pos:R:3:lowdin_charge:R:1
C 0.0367 -0.5156 -0.8977 -0.321
C 0.3981 -1.8752 -0.3782 -0.034
C 0.2689 0.7051 1.6037 -0.058
C -0.6303 0.6331 0.3903 -0.423
N 0.8363 1.5221 -1.6238 0.033
O 1.1112 0.1861 -1.3473 -0.215
N -1.9049 0.5787 0.4304 0.119
H -0.8158 -0.4802 -1.5827 0.128
H 0.0973 1.4936 -2.3398 0.066
H -0.0498 1.5469 -0.5846 0.144
H -2.2840 0.6723 1.3748 0.056
H 0.6391 -2.5463 -1.2056 0.087
H 1.2700 -1.8111 0.2726 0.085
H -0.4496 -2.2853 0.1704 0.089
H 0.1051 -0.1540 2.2586 0.084
H 1.3135 0.7153 1.2900 0.078
H 0.0580 1.6146 2.1689 0.081
```


2.
C4H10N2O in the gas phase in a non-equilibrium geometry, computed with the ωB97M-V functional and the def2-TZVPD basis.

Properties
HOMO (alpha / beta), eV: -9.0 / -9.3

Structure (XYZ):
```
17
Properties=species:S:1:pos:R:3:lowdin_charge:R:1
C 1.5314 0.0138 -0.2470 -0.039
C 0.1558 -0.7050 1.7357 -0.042
C 0.2887 0.3014 0.6110 -0.577
O 0.1617 1.5664 1.0264 -0.026
H -0.7355 -0.4926 2.3265 0.082
H 2.3956 0.1486 0.4072 0.089
H 1.5329 -1.0084 -0.6236 0.079
H 1.6006 0.7284 -1.0656 0.082
H 1.0282 -0.6360 2.3914 0.089
H 0.0983 -1.7218 1.3395 0.083
N -0.8989 -0.7599 -1.6255 0.062
C -1.0621 0.2381 -0.6149 -0.393
N -0.8913 1.5564 -0.9621 0.141
H -0.1630 -0.5045 -2.2748 0.076
H -1.7568 -0.8955 -2.1485 0.084
H -1.3638 2.1670 -0.2984 0.067
H -1.9217 0.0037 0.0228 0.142
```


Energy relative to the best compared isomer or geometry (same formula, charge and spin), record by record: 134.3; 122.0 kcal per mole